Here is a cluster of 4 separate species, C30H54BNO12S in total from OMol25. Energies are from ωB97M-V/def2-TZVPD.

- HOMO energy: -8.76 eV
- SMILES: CN(C)B(O)c1c(S)ccc2c1C(=O)C=CC2=O.COCCOCCOC.COCCOCCOC.COCCOCCOC
- LUMO level: -1.4 eV
- F_max: 0.0177 Eh/bohr
- HOMO-LUMO gap: 0.270 Ha

Geometry (Å):
C (1.802, -3.968, 6.308)
N (2.639, -4.113, 5.111)
C (1.748, -3.910, 3.941)
B (3.801, -3.203, 5.068)
O (4.967, -3.662, 4.551)
C (3.798, -1.655, 5.482)
C (3.502, -0.687, 4.522)
S (3.227, -1.108, 2.814)
C (3.416, 0.664, 4.855)
C (3.639, 1.054, 6.168)
C (3.996, 0.109, 7.126)
C (4.092, -1.240, 6.782)
C (4.525, -2.206, 7.799)
O (4.598, -3.395, 7.595)
C (4.912, -1.676, 9.119)
C (4.791, -0.397, 9.463)
C (4.279, 0.598, 8.513)
O (4.098, 1.744, 8.824)
H (1.014, -4.715, 6.270)
H (1.331, -2.977, 6.351)
H (2.360, -4.142, 7.216)
H (1.360, -2.890, 3.973)
H (0.880, -4.550, 4.065)
H (2.253, -4.106, 3.006)
H (4.896, -4.613, 4.402)
H (4.405, -1.584, 2.380)
H (3.188, 1.413, 4.115)
H (3.584, 2.090, 6.454)
H (5.283, -2.390, 9.835)
H (5.067, -0.056, 10.448)
C (2.274, 3.335, 0.414)
O (1.607, 2.314, -0.296)
C (1.202, 1.208, 0.493)
C (-0.212, 0.760, 0.187)
O (-1.245, 1.654, 0.569)
C (-1.431, 2.862, -0.148)
C (-2.004, 2.718, -1.543)
O (-1.096, 2.108, -2.445)
C (-1.662, 1.098, -3.256)
H (3.337, 3.101, 0.535)
H (2.182, 4.255, -0.163)
H (1.825, 3.501, 1.398)
H (1.286, 1.433, 1.562)
H (1.874, 0.370, 0.273)
H (-0.388, -0.135, 0.791)
H (-0.312, 0.459, -0.857)
H (-0.524, 3.467, -0.156)
H (-2.173, 3.414, 0.436)
H (-2.232, 3.725, -1.916)
H (-2.942, 2.156, -1.492)
H (-2.400, 0.504, -2.710)
H (-0.858, 0.434, -3.575)
H (-2.128, 1.539, -4.144)
C (2.139, -6.000, 0.298)
O (0.983, -5.190, 0.312)
C (0.998, -4.132, -0.633)
C (-0.318, -3.990, -1.370)
O (-0.646, -5.041, -2.262)
C (-1.019, -6.309, -1.748)
C (-2.379, -6.377, -1.084)
O (-2.424, -5.665, 0.140)
C (-3.562, -4.848, 0.314)
H (2.936, -5.538, 0.892)
H (1.883, -6.963, 0.740)
H (2.503, -6.176, -0.719)
H (1.806, -4.264, -1.360)
H (1.177, -3.196, -0.086)
H (-0.219, -3.108, -2.010)
H (-1.136, -3.784, -0.677)
H (-0.245, -6.722, -1.099)
H (-1.071, -6.955, -2.628)
H (-2.596, -7.432, -0.873)
H (-3.139, -6.008, -1.780)
H (-3.855, -4.358, -0.620)
H (-3.309, -4.076, 1.040)
H (-4.407, -5.429, 0.697)
C (-1.074, 4.744, -5.054)
O (-2.146, 4.525, -5.951)
C (-3.344, 4.086, -5.339)
C (-4.566, 4.813, -5.863)
O (-4.665, 6.184, -5.518)
C (-3.794, 7.129, -6.118)
C (-4.058, 7.434, -7.578)
O (-3.753, 6.343, -8.429)
C (-4.725, 6.063, -9.412)
H (-0.546, 3.809, -4.847)
H (-0.383, 5.445, -5.522)
H (-1.421, 5.185, -4.114)
H (-3.295, 4.200, -4.251)
H (-3.468, 3.018, -5.564)
H (-5.431, 4.348, -5.383)
H (-4.683, 4.661, -6.937)
H (-2.747, 6.871, -5.953)
H (-3.981, 8.056, -5.571)
H (-3.418, 8.278, -7.864)
H (-5.101, 7.744, -7.699)
H (-5.741, 6.194, -9.027)
H (-4.604, 5.022, -9.712)
H (-4.588, 6.701, -10.292)

Here is a structure of composition C30H55BN12NaO4 from OMol25. Energies are from ωB97M-V/def2-TZVPD.

- HOMO energy: -5.77 eV
- Total charge: -1
- LUMO level: 2.2 eV
- F_max: 0.0178 Eh/bohr
- HOMO-LUMO gap: 0.293 Ha

Geometry (Å):
Na (0.850, -0.884, -1.433)
C (-4.944, -1.719, 1.297)
C (-3.574, -2.239, 0.851)
C (-3.392, -3.704, 1.242)
C (-2.486, -1.376, 1.415)
C (-2.021, -1.317, 2.738)
C (-1.081, -0.306, 2.749)
C (-0.270, 0.089, 3.961)
C (-0.308, 1.576, 4.319)
C (1.184, -0.400, 3.901)
N (-0.995, 0.177, 1.483)
N (-1.845, -0.497, 0.661)
B (-0.267, 1.437, 0.941)
N (-0.782, 1.755, -0.479)
N (-0.159, 1.302, -1.588)
C (-0.901, 1.669, -2.625)
C (-2.046, 2.357, -2.180)
C (-1.929, 2.380, -0.803)
C (-2.856, 2.949, 0.231)
C (-4.299, 2.929, -0.267)
C (-2.444, 4.371, 0.622)
C (-0.478, 1.380, -4.034)
C (-1.562, 0.627, -4.804)
C (-0.099, 2.675, -4.756)
N (1.248, 1.204, 0.934)
N (1.723, 0.008, 0.548)
C (3.052, 0.066, 0.648)
C (3.450, 1.332, 1.120)
C (2.257, 2.035, 1.271)
C (2.029, 3.478, 1.610)
C (3.226, 4.077, 2.341)
C (1.704, 4.262, 0.336)
C (3.890, -1.114, 0.283)
C (4.971, -0.740, -0.732)
C (4.511, -1.752, 1.528)
H (-5.747, -2.317, 0.856)
H (-5.084, -0.678, 0.999)
H (-5.040, -1.772, 2.385)
H (-3.510, -2.157, -0.234)
H (-3.487, -3.825, 2.325)
H (-2.402, -4.063, 0.960)
H (-4.157, -4.323, 0.767)
H (-2.327, -1.917, 3.581)
H (-0.758, -0.445, 4.782)
H (0.299, 2.160, 3.631)
H (0.097, 1.718, 5.324)
H (-1.324, 1.974, 4.295)
H (1.753, 0.164, 3.163)
H (1.240, -1.454, 3.624)
H (1.664, -0.275, 4.875)
H (-0.501, 2.376, 1.650)
H (-2.847, 2.759, -2.778)
H (-2.796, 2.311, 1.116)
H (-4.420, 3.577, -1.139)
H (-4.976, 3.288, 0.511)
H (-4.599, 1.919, -0.550)
H (-2.502, 5.028, -0.250)
H (-1.423, 4.398, 0.999)
H (-3.108, 4.768, 1.394)
H (0.407, 0.745, -3.978)
H (-2.477, 1.222, -4.866)
H (-1.801, -0.321, -4.319)
H (-1.232, 0.409, -5.822)
H (-0.962, 3.342, -4.825)
H (0.252, 2.464, -5.769)
H (0.692, 3.201, -4.219)
H (4.449, 1.693, 1.300)
H (1.160, 3.544, 2.267)
H (4.111, 4.075, 1.700)
H (3.461, 3.511, 3.245)
H (3.021, 5.111, 2.623)
H (2.554, 4.235, -0.350)
H (1.487, 5.307, 0.577)
H (0.841, 3.838, -0.182)
H (3.230, -1.846, -0.188)
H (5.655, 0.004, -0.315)
H (4.528, -0.322, -1.638)
H (5.556, -1.618, -1.012)
H (5.227, -1.066, 1.990)
H (5.039, -2.674, 1.274)
H (3.743, -1.984, 2.267)
N (-1.834, -2.736, -2.109)
N (-1.106, -3.637, -2.901)
C (0.120, -3.379, -3.413)
N (0.879, -4.473, -3.681)
N (0.395, -2.098, -3.645)
N (1.623, -1.831, -4.176)
O (2.183, -0.808, -3.752)
O (2.103, -2.521, -5.071)
H (-1.287, -2.513, -1.278)
H (-1.999, -1.887, -2.636)
H (-1.267, -4.603, -2.662)
H (1.154, -4.962, -2.815)
H (1.701, -4.257, -4.225)
N (0.145, -3.336, 1.607)
C (1.226, -4.163, 1.106)
C (1.311, -4.096, -0.418)
O (1.836, -5.053, -1.025)
O (0.825, -3.065, -0.972)
H (0.203, -2.401, 1.217)
H (0.164, -3.249, 2.613)
H (1.053, -5.205, 1.376)
H (2.227, -3.900, 1.486)

Here is a cluster of 2 separate species, C30H55F5N3O4S in total from OMol25. Energies are from ωB97M-V/def2-TZVPD.

- HOMO energy: -3.09 eV
- Total charge: -1
- LUMO level: 2.0 eV
- F_max: 0.1299 Eh/bohr
- HOMO-LUMO gap: 0.186 Ha

Geometry (Å):
C (-2.355, 0.358, 1.634)
C (-1.856, -1.193, 1.731)
C (-0.472, -1.226, 0.865)
C (0.299, -2.657, 1.063)
C (0.594, -3.342, -0.344)
C (1.162, -2.404, -1.495)
S (0.555, -3.102, -3.141)
C (1.570, -2.092, -4.340)
N (2.279, -2.495, -5.509)
N (2.851, -1.303, -5.914)
C (2.511, -0.221, -5.021)
O (1.661, -0.728, -3.988)
O (-0.720, -3.477, 1.735)
C (-0.367, -4.859, 1.846)
C (-1.248, -5.848, 0.894)
C (-2.749, -5.250, 0.722)
F (-2.838, -4.263, -0.331)
C (1.607, -2.471, 2.010)
C (2.885, -1.909, 1.233)
C (2.770, -0.429, 0.645)
C (2.691, 0.763, 1.705)
C (2.773, 2.234, 1.051)
C (2.567, 2.280, -0.540)
C (1.056, 2.143, -1.048)
C (0.039, 3.250, -0.489)
C (-1.410, 2.912, -1.164)
C (-2.641, 3.629, -0.429)
C (-4.009, 2.755, -0.615)
C (-4.821, 2.625, 0.764)
C (-5.584, 1.206, 0.940)
O (-5.785, 1.016, 2.367)
C (-6.022, -0.370, 2.698)
N (1.158, -1.674, 3.188)
C (2.038, -1.767, 4.347)
F (3.303, -1.139, 4.204)
F (2.237, -3.086, 4.865)
C (1.291, -0.948, 5.548)
F (0.590, 0.137, 4.960)
F (0.377, -1.879, 6.162)
H (-3.185, 0.559, 2.388)
H (-2.651, 0.559, 0.546)
H (-1.478, 1.052, 1.934)
H (-2.664, -1.866, 1.288)
H (-1.691, -1.386, 2.842)
H (-0.834, -1.090, -0.224)
H (0.133, -0.343, 1.249)
H (1.302, -4.255, -0.264)
H (-0.410, -3.777, -0.723)
H (2.310, -2.429, -1.579)
H (0.825, -1.320, -1.486)
H (2.837, 0.868, -5.049)
H (-0.649, -5.187, 2.921)
H (0.731, -5.128, 1.725)
H (-1.396, -6.853, 1.436)
H (-0.806, -5.970, -0.149)
H (-3.509, -6.075, 0.446)
H (-3.082, -4.713, 1.688)
H (1.934, -3.503, 2.430)
H (3.108, -2.634, 0.360)
H (3.843, -1.942, 1.880)
H (1.906, -0.291, -0.083)
H (3.734, -0.246, 0.030)
H (1.737, 0.753, 2.358)
H (3.619, 0.659, 2.387)
H (3.819, 2.665, 1.274)
H (2.033, 2.957, 1.565)
H (2.923, 3.327, -0.881)
H (3.246, 1.548, -1.122)
H (0.571, 1.122, -0.880)
H (1.090, 2.290, -2.197)
H (-0.085, 3.172, 0.656)
H (0.380, 4.315, -0.715)
H (-1.485, 1.757, -1.121)
H (-1.298, 3.170, -2.273)
H (-2.428, 3.892, 0.659)
H (-2.845, 4.602, -1.022)
H (-4.718, 3.289, -1.358)
H (-3.767, 1.745, -1.115)
H (-5.646, 3.424, 0.884)
H (-4.039, 2.713, 1.610)
H (-4.951, 0.348, 0.489)
H (-6.571, 1.203, 0.356)
H (-5.733, -1.111, 1.874)
H (-5.416, -0.620, 3.653)
H (-7.127, -0.522, 3.009)
H (0.225, -1.942, 3.531)
H (2.046, -0.553, 6.319)
C (4.025, 5.203, -4.564)
C (3.681, 3.719, -4.800)
C (2.279, 3.625, -5.435)
O (3.643, 3.105, -3.610)
H (3.308, 5.694, -3.896)
H (5.023, 5.316, -4.129)
H (4.017, 5.756, -5.515)
H (4.389, 3.363, -5.575)
H (1.503, 4.063, -4.796)
H (2.001, 2.584, -5.637)
H (2.253, 4.161, -6.395)